(1)
Below is C22H30MnO2Si as an isolated structure, with properties calculated with ωB97M-V/def2-TZVPD.

Results
LUMO energy (alpha / beta) ... -0.3117 / -0.3113 Eh
Expectation value of S² ... 3.91
Kohn-Sham gap (alpha / beta) ... 5.8 / 6.3 eV
Total charge ... +2
HOMO energy (alpha / beta) ... -14.31 / -14.78 eV
Spin multiplicity ... 4

Cartesian coordinates (Å):
C -0.61788 -1.62841 -0.52983
C -1.56741 -1.02844 -1.42638
C -0.81946 -0.27728 -2.43044
H -2.63932 -1.23371 -1.46131
C 0.59642 -0.40288 -2.09436
C 0.68911 -1.25723 -0.92632
H 1.63075 -1.67707 -0.52561
H -0.86392 -2.34647 0.28049
H -1.22682 0.14275 -3.34797
H 1.42300 -0.10422 -2.73526
Mn -0.54317 0.71049 -0.64044
C -0.43886 3.20209 -0.75116
H 0.15764 3.18962 -1.68032
H 0.18069 2.84374 0.06016
H -1.46023 2.66288 -0.97179
Si -1.26251 4.99975 -1.08988
C -3.08249 5.56005 -0.90710
C -3.99900 4.80709 -1.61541
H -3.64637 4.04362 -2.33302
C -5.37250 4.95652 -1.44435
H -6.05280 4.29706 -1.95793
C -5.84454 5.95109 -0.61316
H -6.92209 6.07631 -0.46879
C -4.96235 6.80333 0.02527
H -5.33537 7.59815 0.65944
C -3.58352 6.63743 -0.14116
H -2.88069 7.33961 0.33471
C -0.81165 5.42102 -2.91853
C -1.53413 6.22710 -3.80332
H -2.34977 6.86018 -3.45037
C -1.21005 6.27604 -5.16716
H -1.81224 6.84176 -5.86365
C -0.09259 5.58436 -5.63124
H 0.15267 5.58084 -6.69484
C 0.73038 4.92972 -4.72913
H 1.63791 4.43534 -5.06807
C 0.39874 4.91808 -3.38596
H 1.13170 4.52552 -2.67445
H -1.15146 4.08729 0.12636
H -0.21357 5.63164 -0.29583
C -1.63531 -0.79267 2.37241
O -0.88734 0.29267 1.75811
C -0.07607 1.08528 2.68453
C 1.41243 0.81680 2.46731
O 1.64615 0.64805 1.04150
C 2.99137 0.28737 0.79270
H -2.12598 -0.44326 3.31370
H -0.95593 -1.63085 2.61802
H -2.40910 -1.11664 1.68130
H -0.28472 2.12665 2.43506
H -0.34817 0.83462 3.72165
H 1.96764 1.67272 2.86598
H 1.70906 -0.10794 3.00296
H 3.73604 0.93466 1.27766
H 3.20078 -0.76380 1.11631
H 3.15344 0.35417 -0.30811

Mulliken population analysis, charges in e, atoms 1 to 4:
1. C -0.45
2. C -0.52
3. C -0.86
4. H 0.53

(2)
Below is one molecule with the formula C22H30N2O5S, with properties calculated with ωB97M-V/def2-TZVPD.

Results
LUMO energy ... 0.0218 Eh
Kohn-Sham gap ... 8.4 eV
Total charge ... 0
HOMO energy ... -7.83 eV

Cartesian coordinates (Å):
C -6.23284 -4.37008 3.28921
H -5.76193 -5.08939 2.61664
O -5.31143 -3.84173 4.21753
C -4.21773 -3.13976 3.82538
C -3.42374 -2.69874 4.88441
C -2.27235 -1.97085 4.68397
C -1.88094 -1.66526 3.38491
C -2.66238 -2.09754 2.31314
C -3.82363 -2.82576 2.50619
O -4.61003 -3.25583 1.46879
C -4.23002 -2.92562 0.15462
H -3.26101 -3.36260 -0.10582
H -4.19473 -1.84251 0.00439
H -5.00187 -3.35376 -0.48353
H -2.32797 -1.83591 1.32422
C -0.68553 -0.90543 3.11358
N -0.20856 -0.61355 1.93612
C 0.92421 0.12112 2.16442
C 1.09873 0.23779 3.51587
O 0.06969 -0.41449 4.11736
C 2.12043 0.90840 4.35550
H 2.97739 1.18384 3.74792
H 1.70888 1.80874 4.81191
H 2.44165 0.24207 5.15404
C 1.74237 0.61934 1.03948
H 1.28083 1.47409 0.54664
H 2.75243 0.87487 1.35486
S 1.89000 -0.75806 -0.20286
O 2.97202 -0.34699 -1.11980
C 0.31615 -0.38892 -1.09858
C 0.27343 1.01849 -1.67211
O -0.61141 1.80277 -1.38720
N 1.27979 1.27046 -2.52397
H 2.08280 0.65044 -2.49295
C 1.49695 2.58042 -3.09996
C 2.44659 3.41461 -2.22920
C 3.85647 2.83034 -2.22486
C 4.39119 2.74260 -3.65060
C 3.46806 1.88895 -4.51495
H 3.45928 0.86614 -4.13283
C 2.04588 2.45474 -4.52887
C 1.12108 1.60612 -5.39760
H 1.07625 0.58624 -5.02327
H 1.48148 1.58085 -6.42345
H 0.11367 2.01604 -5.39457
H 2.08458 3.46710 -4.94669
H 3.84854 1.85273 -5.53828
H 5.39412 2.31147 -3.64533
H 4.46005 3.74758 -4.07555
H 3.84997 1.83446 -1.77753
H 4.51095 3.46170 -1.61992
H 2.47408 4.43307 -2.62271
H 2.04931 3.46133 -1.21277
H 0.51422 3.06593 -3.12296
H -0.47555 -0.52804 -0.36605
H 0.24420 -1.13008 -1.89404
H -1.67847 -1.64075 5.52105
H -3.75215 -2.95232 5.87981
H -6.70998 -3.58408 2.70098
H -6.98347 -4.87677 3.89581

Mulliken population analysis, charges in e, atoms 1 to 4:
1. C -0.72
2. H 0.26
3. O -0.48
4. C 0.37

(3)
Below is one molecule with the formula C22H30N4O4, with properties calculated with ωB97M-V/def2-TZVPD.

Results
Structure (SMILES) ... CCN(CC)C(=O)c1[nH]cnc1C(=O)N[C@@H](CC(C)C)C(=O)OCc1ccccc1
LUMO energy ... 0.0245 Eh
Kohn-Sham gap ... 9.7 eV
Total charge ... 0
HOMO energy ... -9.00 eV

Cartesian coordinates (Å):
C 2.73875 2.93428 2.91757
C 1.81430 1.78398 2.51652
N 2.55507 0.56008 2.31866
C 2.94150 -0.18560 3.50467
C 1.93330 -1.29510 3.78775
C 2.91808 0.06267 1.12781
O 3.71974 -0.85643 1.00036
C 2.33055 0.64405 -0.10608
N 3.12842 0.88213 -1.18833
C 2.32288 1.20781 -2.22488
N 1.06800 1.17751 -1.88645
C 1.03634 0.81736 -0.56779
C -0.24153 0.53456 0.10876
O -0.32635 0.14534 1.26212
N -1.31145 0.75763 -0.69050
C -2.59813 0.19401 -0.37289
C -3.73297 0.96099 -1.05355
C -3.80683 2.43386 -0.63473
C -4.17087 2.58232 0.84003
C -4.83339 3.15666 -1.50482
C -2.66204 -1.28593 -0.76923
O -3.54970 -2.03563 -0.46056
O -1.60018 -1.61842 -1.49347
C -1.40226 -2.99143 -1.83355
C 0.07729 -3.22304 -1.97116
C 0.59489 -3.88518 -3.07523
C 1.96069 -4.07380 -3.19819
C 2.81893 -3.58787 -2.22692
C 2.30974 -2.92319 -1.12337
C 0.94371 -2.74774 -0.99358
H 3.26391 2.71536 3.84388
H 2.15615 3.84049 3.05838
H 3.47734 3.11291 2.13906
H 1.06059 1.61104 3.28776
H 1.29583 2.04645 1.59720
H 3.92950 -0.61846 3.32751
H 2.99920 0.50515 4.34693
H 1.96749 -2.03336 2.99128
H 0.92612 -0.88807 3.83028
H 2.16456 -1.78273 4.73104
H 4.12949 0.76389 -1.19069
H 2.68741 1.46379 -3.19939
H -1.09665 0.94028 -1.66195
H -2.71056 0.22440 0.71685
H -4.67272 0.46005 -0.81471
H -3.58524 0.90448 -2.13536
H -2.82414 2.88827 -0.80016
H -3.39334 2.17396 1.47962
H -4.29394 3.63329 1.09154
H -5.10446 2.06690 1.05473
H -5.82024 2.72059 -1.36587
H -4.88408 4.20993 -1.23959
H -4.57033 3.08215 -2.55754
H -1.83946 -3.61510 -1.04301
H -1.92714 -3.20499 -2.77122
H -0.07271 -4.25612 -3.83997
H 2.35457 -4.59426 -4.05913
H 3.88515 -3.72784 -2.32834
H 2.97520 -2.53770 -0.36550
H 0.54601 -2.23062 -0.13260

Mulliken population analysis, charges in e, atoms 1 to 4:
1. C -1.31
2. C -0.43
3. N 0.39
4. C -0.78

(4)
Below is C22H30N7PSTeZr as an isolated structure, with properties calculated with ωB97M-V/def2-TZVPD.

Results
LUMO energy ... -0.2790 Eh
Kohn-Sham gap ... 6.0 eV
Total charge ... +2
HOMO energy ... -13.63 eV

Cartesian coordinates (Å):
Zr 1.71735 -0.22953 0.97439
N -2.08889 -1.53225 3.27579
C -1.17049 -1.17757 2.38505
S 0.49029 -1.12791 2.96265
N -1.52788 -0.94050 1.15139
N -0.50376 -0.61192 0.33626
C -0.79929 -0.47298 -0.91366
C 0.26016 -0.13973 -1.84843
C 0.04912 -0.10559 -3.21708
C 1.11204 0.22353 -4.04805
C 2.34850 0.50286 -3.48698
C 2.49299 0.42691 -2.11435
N 1.47416 0.10260 -1.30045
H -1.84602 -1.72204 4.23253
H -3.05769 -1.57609 2.99678
H -1.81821 -0.63360 -1.25130
H -0.93107 -0.31974 -3.61930
H 0.97222 0.26432 -5.11968
H 3.19809 0.77380 -4.09645
H 3.44584 0.62013 -1.63680
C 1.22941 -5.23299 -1.42199
N 0.44710 -5.04623 -0.19712
C 1.10507 -5.74533 0.90349
N 2.49413 -5.33167 1.09513
C 3.22831 -5.51823 -0.15511
N 2.62656 -4.80851 -1.28629
C 2.75236 -3.36449 -1.14982
P 1.87570 -2.80238 0.37622
C 0.25132 -3.63213 0.10629
C 2.60200 -3.97955 1.60173
H 0.76255 -4.68359 -2.24165
H 1.22224 -6.29384 -1.67252
H 1.09845 -6.81230 0.68024
H 0.54645 -5.58030 1.82593
H 3.23316 -6.58306 -0.38833
H 4.26084 -5.19005 -0.02586
H 2.32717 -2.86824 -2.02782
H 3.80814 -3.08590 -1.09210
H -0.28442 -3.15875 -0.72040
H -0.36946 -3.53460 1.00037
H 2.06980 -3.88439 2.55179
H 3.65078 -3.72431 1.78080
C 5.11989 5.68009 1.60539
C 4.87008 4.20991 1.47295
C 3.95209 3.55647 2.28169
C 3.74274 2.18738 2.17776
C 2.66265 1.55754 3.00523
C 4.47170 1.43326 1.24350
Te 4.40471 -0.72046 1.13014
C 5.40368 2.07747 0.40653
C 6.24868 1.34863 -0.59921
C 5.57383 3.44834 0.54091
H 4.33401 6.16933 2.17649
H 5.18648 6.15449 0.62686
H 6.06703 5.85550 2.11816
H 3.38152 4.12003 3.00994
H 2.31860 2.12629 3.86885
H 2.90920 0.54681 3.34674
H 1.71482 1.54495 2.40986
H 5.65609 0.99102 -1.44619
H 6.75572 0.48433 -0.16848
H 7.01442 2.01139 -0.99512
H 6.30146 3.94355 -0.09059

Mulliken population analysis, charges in e, atoms 1 to 4:
1. Zr -0.40
2. N -0.40
3. C 0.90
4. S -0.45

| no. | DFT total energy (eV) | maximum force (Eh/bohr) |
| --- | --- | --- |
| 1 | -66570.3045 | 0.139 |
| 2 | -47353.6316 | 0.026 |
| 3 | -37453.5633 | 0.019 |
| 4 | -62416.6859 | 0.009 |